The following is a DFT calculation (wB97M-V/def2-TZVPD) of a cluster of 8 separate species, C14H42BrO7 in total at a distorted geometry.

Element x y z (Å)
Br -20.60632 3.31300 19.87014
C -17.78342 9.88247 21.83203
C -17.22317 9.09814 23.01994
O -18.29967 8.26088 23.42528
H -18.41368 10.73086 22.09870
H -18.33454 9.21638 21.16818
H -16.95716 10.23250 21.21326
H -16.90550 9.71639 23.85955
H -16.38701 8.44862 22.76098
H -18.50185 7.75101 22.63740
C -23.04606 4.66743 13.32911
C -21.54225 4.70581 13.07504
O -20.98253 3.51219 13.60941
H -23.48142 5.60484 12.98297
H -23.25535 4.53381 14.39045
H -23.56937 3.92120 12.73129
H -21.15231 5.54257 13.65461
H -21.31449 4.82044 12.01529
H -21.01979 3.59335 14.56525
C -27.29034 9.11282 20.43220
C -26.51830 7.84458 20.16971
O -25.20901 8.00448 20.70761
H -28.29349 8.96857 20.03097
H -26.88857 9.99869 19.94034
H -27.34836 9.26189 21.51040
H -26.60751 7.51287 19.13525
H -26.98028 7.05594 20.76360
H -24.66444 7.26945 20.41644
C -16.30874 -1.66133 16.82807
C -16.77638 -2.30445 18.14567
O -16.60529 -1.33605 19.19752
H -16.41524 -2.36256 16.00041
H -15.27596 -1.32067 16.90170
H -16.97112 -0.82715 16.59680
H -16.18671 -3.18633 18.39599
H -17.83026 -2.58165 18.12136
H -17.28031 -0.66710 19.06165
C -11.74536 4.59711 19.80650
C -13.12927 4.05767 19.51154
O -13.90876 5.00787 18.82487
H -11.75612 5.43403 20.50475
H -11.35943 4.98795 18.86502
H -11.14022 3.82656 20.28417
H -13.63389 3.71868 20.41628
H -13.00021 3.11331 18.98275
H -14.83053 4.76682 18.94254
C -20.64661 -1.00695 25.37663
C -19.55021 0.02502 25.68696
O -20.13272 1.28875 25.56363
H -20.22788 -1.99506 25.18586
H -21.29897 -0.75004 24.54205
H -21.31492 -1.12268 26.22990
H -18.74594 -0.16640 24.97660
H -19.17198 -0.12394 26.69832
H -20.23495 1.38956 24.61442
C -25.94782 -1.52225 14.67105
C -24.85587 -1.62516 15.70737
O -25.33027 -1.19324 16.90151
H -25.65181 -1.85084 13.67480
H -26.26906 -0.48132 14.70794
H -26.83399 -2.11148 14.90686
H -24.06242 -0.92304 15.45131
H -24.38059 -2.58813 15.89420
H -24.70572 -0.66031 17.39903

Forces on the atoms, in the same order (eV/Å):
0.0 0.0 -0.1
1.3 0.3 -0.4
-1.1 -0.3 -0.6
0.2 -0.2 0.9
0.0 -0.2 0.2
-0.2 -0.1 0.2
0.1 0.4 -0.1
-0.2 0.1 0.0
0.3 0.2 -0.3
-0.3 -0.3 0.1
-0.2 0.6 -0.8
-0.9 -0.4 1.3
0.5 -0.1 -0.7
-0.1 0.3 0.3
0.0 0.0 -0.1
0.3 -0.4 0.2
0.2 0.3 -0.4
0.2 -0.2 0.1
0.1 -0.1 0.1
-0.3 -0.1 -0.2
-0.1 -0.2 1.1
0.1 0.2 -0.8
-0.2 0.1 0.2
0.3 -0.1 0.1
0.0 0.2 -0.1
0.6 0.2 -0.3
-0.4 -0.2 -0.1
0.2 -0.1 0.1
-0.6 -0.6 0.2
0.3 1.2 0.0
0.1 -0.7 -0.1
0.2 -0.1 -0.1
-0.1 0.0 0.0
0.2 0.2 0.0
0.0 0.1 0.1
0.0 -0.2 -0.3
-0.1 0.2 0.1
-0.5 0.5 0.1
0.2 -0.7 0.8
0.1 0.1 -0.1
-0.3 0.1 0.0
0.5 -0.3 0.1
0.2 -0.1 -0.4
-0.1 0.3 0.4
-0.1 0.0 -0.7
-0.1 0.1 -0.1
0.0 -0.7 0.7
-1.1 -1.4 -0.5
0.5 0.7 0.0
0.1 -0.1 -0.1
0.4 0.3 -0.2
0.0 0.1 0.1
0.4 0.4 0.0
0.0 0.2 0.0
-0.3 0.6 -0.1
-0.4 -0.3 0.1
1.6 0.1 -1.1
-1.9 0.8 2.8
0.3 0.3 0.0
0.0 0.0 -0.5
0.1 -0.2 0.3
0.4 -0.2 -0.7
-0.1 -0.5 -0.8
0.1 -0.1 -0.2

## Properties
Charge: -1
HOMO energy: -4.01 eV
Spin multiplicity: 1
Energy relative to the best compared isomer or geometry (same formula, charge and spin): 196.2 kJ/mol